{
  "formula": "C42H55Cl6N6O3RuS2SeTe",
  "method": "ωB97M-V/def2-TZVPD",
  "molar_mass_g_mol": 1276.42,
  "multiplicity": 6,
  "homo_lumo_gap_ev": [6.877, 6.514],
  "e_above_lowest_ev": 0.000,
  "lumo_energy_ha": [0.015, -0.020],
  "energy_ev": -231558.065,
  "s2": 8.777,
  "species": ["Ru", "Cl", "C", "Cl", "Cl", "C", "O", "O", "Te", "C", "C", "C", "C", "N", "C", "Se", "N", "C", "C", "C", "C", "C", "C", "C", "C", "C", "C", "H", "H", "H", "H", "H", "H", "H", "H", "H", "H", "H", "H", "H", "H", "H", "H", "H", "H", "H", "H", "H", "H", "C", "C", "C", "C", "N", "C", "S", "N", "C", "C", "C", "C", "H", "H", "H", "H", "H", "H", "H", "H", "H", "H", "H", "H", "H", "H", "H", "H", "H", "H", "H", "H", "Cl", "C", "C", "C", "C", "C", "C", "N", "C", "C", "N", "C", "O", "C", "C", "C", "Cl", "S", "C", "C", "C", "Cl", "C", "H", "H", "H", "H", "H", "H", "H", "H", "H", "H", "H", "H", "H"],
  "positions_angstrom": [[-0.93932, 0.29917, 1.14633], [-2.16667, -4.29988, 0.74492], [-3.38660, -3.32156, -0.03084], [-3.51077, -3.76605, -1.71154], [-4.96041, -3.61707, 0.80201], [-3.09661, -1.75681, 0.08710], [-3.68517, -1.06451, -0.70024], [-2.30748, -1.43072, 1.03289], [-1.54178, 2.77873, 0.65499], [1.57773, 0.74733, 6.92877], [1.31360, -0.75830, 7.01026], [2.15640, -1.54624, 6.02452], [1.71383, -1.40020, 4.58899], [0.50035, -2.14671, 4.29015], [-0.70146, -1.57126, 4.06863], [-1.12768, 0.18057, 3.83441], [-1.62795, -2.53194, 3.94991], [-3.05981, -2.34491, 3.78397], [-3.80476, -2.13315, 5.10841], [-3.48003, -3.13467, 6.22124], [-2.25515, -2.76181, 7.03423], [-0.99268, -3.77242, 4.06793], [-1.48394, -5.05878, 3.86501], [-0.56133, -6.08678, 3.96013], [0.79858, -5.84936, 4.21604], [1.26959, -4.53794, 4.41618], [0.34569, -3.52140, 4.31440], [1.10720, 1.32155, 7.72403], [1.16672, 1.17300, 6.02480], [2.64645, 0.98491, 6.84049], [0.25656, -0.93202, 6.90535], [1.60058, -1.10741, 7.99000], [2.09414, -2.60114, 6.31523], [3.18333, -1.25376, 6.09598], [2.51274, -1.69435, 3.90254], [1.45479, -0.39408, 4.37163], [-3.42377, -3.24763, 3.27982], [-3.21376, -1.52014, 3.10052], [-4.86403, -2.07736, 4.88378], [-3.50522, -1.14891, 5.50072], [-3.33724, -4.15210, 5.83036], [-4.38635, -3.20362, 6.86146], [-1.37242, -2.69623, 6.39860], [-2.03689, -3.48414, 7.81028], [-2.36342, -1.74062, 7.45061], [-2.50892, -5.26965, 3.62009], [-0.93860, -7.09234, 3.92786], [1.50062, -6.66752, 4.31787], [2.30541, -4.30773, 4.59165], [3.09111, 3.58336, -3.51875], [4.00341, 2.86053, -2.54450], [3.37213, 1.60098, -1.96001], [2.01006, 1.77772, -1.30476], [2.10119, 2.53293, -0.06350], [1.84413, 1.94631, 1.12431], [1.75840, 0.26788, 1.34148], [1.77127, 2.74508, 2.20506], [1.67694, 4.19079, 2.16329], [2.96312, 4.96410, 1.86069], [2.62181, 6.33704, 1.31918], [2.02458, 6.40341, -0.10870], [3.59589, 4.39248, -4.01730], [2.18025, 4.00464, -3.01769], [2.71256, 2.88365, -4.28353], [4.33099, 3.53553, -1.74956], [4.91721, 2.55635, -3.08375], [4.02786, 1.10917, -1.17861], [3.19984, 0.84427, -2.70259], [1.56316, 0.80922, -1.04927], [1.29073, 2.27222, -1.97492], [1.96592, 3.53002, -0.12357], [1.45163, 2.25927, 3.04951], [1.32791, 4.50916, 3.14725], [0.90473, 4.48409, 1.43652], [3.58156, 4.41645, 1.12013], [3.62977, 4.99283, 2.74780], [3.54692, 6.94393, 1.34496], [1.90729, 6.75211, 2.06479], [2.76885, 6.18147, -0.91098], [1.62273, 7.40086, -0.28760], [1.16421, 5.70408, -0.21058], [-3.75671, -0.94124, -10.72640], [-3.10190, -0.76068, -9.11974], [-3.43878, 0.26782, -8.29134], [-2.85251, 0.39929, -7.05809], [-1.91578, -0.54237, -6.63920], [-1.21544, -0.38358, -5.28710], [-1.82190, -1.33723, -4.26190], [-1.14455, -1.24276, -3.00097], [-0.05677, -1.99393, -2.58030], [0.29461, -1.50005, -1.37699], [-0.56787, -0.47778, -1.04267], [-1.40606, -0.34813, -2.04757], [-1.41216, 0.93637, -4.76289], [-0.20023, 1.69745, -4.65329], [0.52438, 1.70239, -5.98235], [1.69649, 1.06206, -6.23770], [2.65475, 0.07738, -5.23943], [2.15117, 1.05227, -7.88174], [0.79999, 2.03480, -8.28852], [0.01942, 2.27526, -7.20784], [-1.59138, -1.56524, -7.54290], [-0.32277, -2.70118, -7.18322], [-2.16334, -1.70202, -8.76284], [-4.12481, 1.01385, -8.69758], [-3.07695, 1.25099, -6.41104], [-0.12093, -0.58606, -5.30952], [-1.72320, -2.34993, -4.64144], [-2.87965, -1.09067, -4.13631], [0.30942, -2.76277, -3.19076], [1.07148, -1.81136, -0.69522], [-2.25623, 0.30244, -2.02562], [0.45033, 1.23540, -3.91439], [-0.47301, 2.67599, -4.25805], [0.57329, 2.43158, -9.24260], [-0.88871, 2.86358, -7.16625], [-1.82595, -2.45586, -9.42360]],
  "lowdin_charge": [0.54, 0.65, -1.51, 0.63, 0.59, -0.82, 0.01, -0.25, 0.11, -0.10, -0.24, -0.18, -0.17, 0.01, -0.67, 0.66, -0.02, -0.18, -0.17, -0.25, -0.10, -0.17, -0.04, -0.08, -0.06, 0.00, -0.16, 0.07, 0.03, 0.08, 0.08, 0.10, 0.11, 0.11, 0.13, 0.03, 0.09, 0.07, 0.11, 0.10, 0.10, 0.11, 0.04, 0.07, 0.09, 0.10, 0.10, 0.10, 0.11, -0.11, -0.25, -0.20, -0.24, 0.03, -0.86, 0.61, -0.01, -0.23, -0.22, -0.26, -0.10, 0.07, 0.08, 0.05, 0.10, 0.11, 0.13, 0.05, 0.04, 0.10, 0.10, 0.11, 0.13, 0.04, 0.11, 0.12, 0.11, 0.12, 0.08, 0.07, 0.06, 0.67, -0.65, -0.10, -0.01, -0.16, -0.28, -0.07, -0.05, -0.04, -0.14, -0.05, -0.18, -0.11, -0.13, -0.31, -1.01, 0.71, 1.00, -0.39, -0.13, -0.58, 0.73, -0.15, 0.12, 0.13, 0.12, 0.12, 0.15, 0.11, 0.09, 0.13, 0.09, 0.14, 0.06, 0.12, 0.10]
}